1.
A single C5H8O molecule. Source: OMol25; level of theory: wB97M-V/def2-TZVPD.

The calculated total energy is -270.41579 Eh. For the orbital gap, the calculation gives 9.448 eV. Its highest occupied orbital energy is -8.5 eV.

Geometry (Å):
O  1.829  0.084  0.407
C  2.185  1.080  -0.346
C  0.413  -0.165  0.596
C  -0.251  -1.147  -0.377
C  -1.517  -0.262  -0.284
C  -0.623  0.893  0.223
H  3.301  0.999  -0.304
H  0.340  -0.498  1.634
H  0.215  -1.070  -1.364
H  -0.321  -2.198  -0.084
H  -2.074  -0.092  -1.208
H  -2.210  -0.618  0.486
H  -0.236  1.502  -0.597
H  -0.992  1.540  1.023

2.
C32H29N5O2Pt as an isolated structure. Source: OMol25; level of theory: wB97M-V/def2-TZVPD.

The calculated total energy is -1779.69423 Eh. The net charge is +2. Its spin multiplicity is 5. For the orbital gap (alpha / beta), the calculation gives 8.226 / 4.801 eV. Its highest occupied orbital energy (alpha / beta) is -13.7 / -14.1 eV.

Geometry (Å):
Pt  -1.430  -0.095  -1.059
C  -1.316  -2.269  1.043
N  -1.061  -0.855  0.795
C  0.092  -0.366  1.396
C  0.017  2.015  0.541
C  0.057  3.408  0.842
C  -0.303  4.049  -0.319
C  -0.563  3.045  -1.282
N  -0.366  1.814  -0.761
C  -0.403  -3.121  0.173
C  -0.437  -2.988  -1.217
C  0.464  -3.666  -2.025
C  1.383  -4.525  -1.441
C  1.383  -4.709  -0.065
C  0.500  -4.004  0.743
H  -2.364  -2.489  0.828
H  -1.128  -2.483  2.098
H  0.946  -1.045  1.359
H  0.339  3.839  1.789
H  -0.386  5.112  -0.472
H  -0.853  3.186  -2.312
H  -1.261  -2.435  -1.685
H  0.429  -3.554  -3.101
H  2.083  -5.069  -2.061
H  2.077  -5.405  0.388
H  0.510  -4.148  1.817
N  0.402  1.006  1.314
C  0.196  0.590  2.683
C  1.455  0.387  3.465
C  1.421  -0.172  4.745
C  2.594  -0.378  5.451
C  3.819  -0.057  4.882
C  3.862  0.493  3.608
C  2.692  0.710  2.902
C  -1.025  1.056  3.417
C  -0.860  1.896  4.525
C  -1.955  2.322  5.257
C  -3.235  1.928  4.902
C  -3.419  1.132  3.781
C  -2.326  0.707  3.047
H  0.476  -0.454  5.189
H  2.553  -0.799  6.446
H  4.736  -0.240  5.425
H  4.813  0.762  3.168
H  2.735  1.158  1.918
H  0.132  2.226  4.800
H  -1.803  2.965  6.114
H  -4.087  2.227  5.498
H  -4.415  0.824  3.491
H  -2.487  0.073  2.185
O  2.344  0.455  -3.802
C  2.026  0.971  -5.080
N  1.578  -0.041  -6.008
C  0.330  -0.556  -6.121
O  0.037  -1.454  -6.877
C  -0.767  0.016  -5.249
C  -1.961  0.424  -5.838
C  -3.021  0.791  -5.026
C  -2.885  0.686  -3.655
N  -1.745  0.272  -3.089
C  -0.693  -0.039  -3.871
H  3.202  0.020  -3.826
H  2.875  1.485  -5.529
H  1.224  1.689  -4.920
H  2.263  -0.484  -6.604
H  -2.050  0.443  -6.916
H  -3.957  1.128  -5.449
H  -3.707  0.922  -2.991
H  0.226  -0.329  -3.376

Energy above the lowest of the compared OMol25 structures with the same formula, charge and spin per entry: 3.8668 1.3163 eV